The following is a DFT calculation (wB97M-V/def2-TZVPD) of a molecular structure, C33H41Cl3F6N2O20PS.

Geometry as ORCA input:
```
! RIJCOSX wB97M-V def2-TZVPD def2/J DEFGRID3
* xyz 1 1
H 3.479 -3.077 -9.351
H 6.653 1.350 0.552
H 2.605 -3.102 -7.058
C -2.528 8.794 7.005
H 2.437 2.571 5.260
F 0.803 8.811 7.453
C -0.746 8.205 5.755
C 3.254 -5.724 -7.690
C 2.025 3.572 3.349
O 3.403 3.272 0.422
O -2.308 -4.980 0.885
C -2.975 -3.379 -1.375
H -1.443 -4.544 0.898
C -0.394 -4.476 -3.757
F 7.828 2.895 0.095
H 2.008 -3.763 4.338
C -0.302 -2.405 3.621
C -0.380 8.191 7.220
O -1.244 3.214 3.882
H -1.896 0.550 3.207
H -0.385 -2.880 0.632
N 0.035 -1.503 -2.412
H -0.413 7.315 5.227
C 1.393 -3.342 -0.403
O 0.667 2.735 4.971
H 2.339 2.681 2.813
C -0.283 -4.756 -5.228
C 6.614 2.310 0.034
Cl -2.477 -3.024 -4.314
C 2.920 -3.962 -9.059
H -0.198 -3.843 -5.810
O -2.173 8.267 5.805
H -5.055 0.392 -5.247
H -4.822 0.213 -2.568
C 0.266 4.173 4.633
O -3.632 9.073 7.322
O 2.119 -5.091 -7.242
O 4.676 2.363 -1.170
H -0.459 -3.552 6.166
C 2.141 -3.780 -7.778
C 0.968 -3.976 4.591
Cl -3.634 -2.417 1.616
P -3.527 -4.083 0.287
C -1.308 1.285 2.658
C -0.129 2.494 4.131
H -1.156 -0.144 -0.551
O 3.805 -5.031 -8.715
O -0.045 1.433 3.265
C -2.895 -0.762 -1.481
H -5.162 -1.124 -4.424
H -0.986 -4.237 -1.226
H -1.525 3.283 1.837
C -4.076 0.441 -3.336
F 0.846 -5.281 4.896
S 1.977 0.310 -1.670
F -1.144 0.849 1.358
O 0.593 3.639 3.430
H -2.937 2.738 2.768
H 6.437 3.055 -2.004
H 2.404 4.450 2.826
H 0.604 -5.348 -5.431
N -1.639 -1.031 -0.725
C -3.736 -2.038 -1.595
C -1.853 2.697 2.698
H 1.108 -2.746 6.389
H -1.931 -1.350 0.213
O 0.141 -3.679 3.463
H -0.838 1.188 -2.550
C 4.481 2.976 0.019
C 6.086 2.230 -1.384
H -3.398 -4.085 -2.088
H -2.104 1.697 -1.389
O -0.836 4.455 4.964
C 2.415 3.564 4.808
C 0.379 -3.078 5.655
H -0.357 7.198 7.671
H 6.325 1.288 -1.871
C 0.871 -0.662 -2.122
O -0.799 -1.768 2.743
C 0.246 -2.394 -0.102
H -4.140 1.512 -3.502
H -3.630 -0.609 -5.226
C -1.910 1.357 -2.410
O -0.103 -1.971 4.871
O 3.682 -6.725 -7.235
F 0.866 -3.372 -8.012
Cl 0.794 -5.285 -2.786
C -1.436 -3.376 -1.716
H -2.158 2.150 -3.108
O 2.487 -2.989 -0.749
H -4.542 -1.990 -0.861
H -3.471 -0.085 -0.846
H 0.637 -1.481 0.346
C -2.681 0.050 -2.760
F 3.601 4.178 5.023
C -0.690 -2.078 -1.271
H -0.361 9.092 5.249
H -4.225 -2.089 -2.561
C -4.481 -0.299 -4.626
O -1.426 8.947 7.800
O 5.654 3.139 0.679
O 1.377 4.328 5.405
H -1.137 -5.361 -5.534
H 1.182 -4.423 -0.289
C -1.312 -3.693 -3.201
H 2.274 -4.268 -9.882
H -2.071 -0.461 -3.500
*
```

Löwdin atomic charge list, values in e, 99 entries: 0.142 0.175 0.174 -0.546 0.182 0.074 -0.054 -0.537 0.065 0.160 -0.330 -0.417 0.028 -0.684 0.092 0.177 -0.545 -0.313 -0.017 0.163 0.085 0.142 0.124 -0.274 0.134 0.149 -0.125 -0.307 0.845 -0.048 0.068 0.071 0.076 0.112 -0.667 0.186 0.097 0.031 0.152 -0.317 -0.300 0.281 0.704 -0.273 -0.602 0.136 0.082 0.176 -0.244 0.068 0.092 0.152 -0.190 0.098 0.924 0.027 0.085 0.148 0.148 0.163 0.054 0.163 -0.187 0.003 0.147 0.088 0.123 0.048 -0.554 -0.039 0.093 0.086 0.203 -0.316 -0.022 0.175 0.142 -0.761 0.090 -0.086 0.105 0.049 -0.035 0.095 0.200 0.065 0.799 -0.228 0.087 0.073 0.075 0.156 0.122 -0.317 0.082 -0.338 0.144 0.078 -0.102

=====

The following is a DFT calculation (wB97M-V/def2-TZVPD) of a single C5H7N molecule.

Values from the calculation:
energy relative to the best compared isomer or geometry (same formula, charge and spin): 0.059 eV
SMILES string: Cc1cc[nH]c1

Geometry as ORCA input:
```
! RIJCOSX wB97M-V def2-TZVPD def2/J DEFGRID3
* xyz 0 1
H -2.704 1.052 0.237
C -0.297 -1.044 -0.418
H 2.386 0.743 -0.594
H -2.390 -1.277 -0.646
C -1.736 0.586 0.113
C 1.946 0.065 0.147
H 2.262 0.416 1.136
C 0.451 0.014 0.036
H -0.223 2.029 0.765
C -0.471 1.050 0.373
H 2.386 -0.925 -0.008
H 0.011 -2.020 -0.771
N -1.622 -0.689 -0.370
*
```

In elementary charge units, the Löwdin charges are: 0.106 -0.099 0.074 0.142 -0.138 -0.067 0.074 -0.307 0.100 -0.068 0.071 0.115 -0.002

=====

no.,lowest unoccupied orbital energy (Ha)
1,-0.1073
2,0.0398